Entry 1:
36
Properties=species:S:1:pos:R:3:forces:R:3:lowdin_charge:R:1 method="wB97M-V/def2-TZVPD" e_above_lowest_kcal_mol=55.79 total_energy_ev=-20817.4220 total_charge=+1 multiplicity=1
O -1.22229 0.93372 0.78280 0.2 -0.5 0.3 0.0453
C -1.18307 -0.21579 0.34023 0.1 0.1 -0.2 -0.4396
N -2.02027 -1.18882 0.72016 0.2 -0.5 0.0 0.0502
C -2.67142 -2.13207 -0.20626 -0.3 0.0 1.3 -0.0243
C -0.07983 -0.52882 -0.68796 -0.1 1.7 -1.1 -0.1881
N 1.07028 0.35594 -0.17115 0.3 -1.4 -1.6 0.0620
C 2.32164 0.39318 -1.02518 0.6 -0.8 0.8 0.0110
C -0.46659 0.03455 -2.05896 -0.2 0.4 -0.4 -0.0216
H -2.42273 -1.02519 1.62810 -0.6 0.2 -0.1 0.1528
H -1.97108 -2.42609 -0.97975 -0.3 0.1 -0.3 0.0859
H -3.61333 -1.68146 -0.51884 0.3 0.1 -0.8 0.0947
H -3.01510 -3.01695 0.33423 0.5 -0.1 0.1 0.0919
H 0.35716 -1.52591 -0.77299 -0.5 -0.1 0.4 0.1270
H 1.24831 -0.16515 0.69079 0.5 0.9 0.9 0.1210
H 0.73021 1.31658 -0.11436 -0.2 0.0 0.6 0.1352
H 2.20156 -0.06505 -1.99775 -0.3 0.1 0.0 0.0894
H 3.09858 -0.18336 -0.51416 -0.2 0.1 0.1 0.1055
H 2.66758 1.41148 -1.12168 -0.1 0.0 0.0 0.0862
H -1.29645 -0.40876 -2.61524 0.2 -0.6 0.4 0.1012
H -0.70936 1.09532 -2.02277 -0.2 -0.2 0.5 0.0631
H 0.42149 0.04365 -2.67118 0.0 -0.4 -0.5 0.0676
H 0.83914 -1.35257 3.01134 0.2 0.6 -0.4 0.0291
H 1.49939 -2.49769 2.32676 0.4 -0.7 -0.4 0.0428
O 1.49359 -1.54555 2.31916 -0.4 0.0 0.1 -0.0577
H 1.62630 -4.10844 -1.41303 0.0 0.2 0.2 0.0568
H 2.79080 -3.19008 -1.11729 0.1 0.0 0.1 0.0457
O 1.85750 -3.30975 -0.91467 -0.1 -0.2 -0.3 -0.0532
H 0.09850 3.15603 -2.15065 -0.2 0.0 0.5 0.0453
H 1.57709 3.16024 -2.22338 0.0 -0.3 0.2 0.0826
O 0.84977 2.61488 -1.87958 0.6 0.8 -0.7 -0.0651
H 0.69447 0.68383 4.18755 -0.8 1.1 -0.3 0.0689
H -0.31749 1.13745 2.85981 0.5 0.2 1.3 0.0462
O 0.30682 0.54432 3.31604 0.0 -1.0 -0.9 -0.0664
H -1.56775 3.03388 0.04625 0.2 -0.3 0.9 0.0089
H -1.80104 3.37954 -1.33231 -0.6 0.2 -0.7 0.0286
O -1.38149 3.74688 -0.56054 0.0 0.1 -0.1 -0.0291

Entry 2:
64
Properties=species:S:1:pos:R:3:forces:R:3:lowdin_charge:R:1 method="wB97M-V/def2-TZVPD" total_energy_ev=-56805.1457 total_charge=+3 multiplicity=1
Al -0.01802 -0.00583 -0.07888 0.0 0.2 0.4 0.4363
C 2.61385 -1.02802 1.19080 -0.2 0.0 0.1 -0.1213
C 1.59543 -0.58497 2.22515 0.1 -0.1 -0.2 -0.1154
N 0.20568 -0.91528 1.77402 0.1 0.2 -0.3 -0.0556
C -0.14406 -2.34596 2.09917 0.1 -0.3 0.1 -0.1867
C 0.48702 -3.45168 1.24001 0.1 0.4 -0.1 -0.3785
S 0.46178 -3.11392 -0.54341 -0.1 0.0 0.0 0.9945
C 2.20515 -2.98586 -1.02251 -0.2 0.3 0.2 -0.3932
C 2.65451 -1.53641 -1.22039 0.0 -0.2 0.0 -0.1994
N 2.16558 -0.60416 -0.16114 -0.4 -0.4 -0.3 -0.0665
H 2.73395 -2.10485 1.20683 0.0 0.0 0.0 0.1007
H 3.58580 -0.59974 1.43531 0.0 0.0 0.0 0.1556
H 1.65568 0.48857 2.35396 -0.1 0.1 0.1 0.0892
H 1.80281 -1.04352 3.19174 0.0 0.0 0.0 0.1532
H -0.41392 -0.37880 2.37437 0.0 0.0 0.1 0.0731
H -1.22553 -2.43306 2.07751 0.1 0.0 0.1 0.0973
H 0.16254 -2.51366 3.13125 0.0 0.0 0.1 0.1427
H -0.08561 -4.36317 1.39000 -0.1 -0.1 0.1 0.0982
H 1.50705 -3.67565 1.54225 0.0 0.0 0.0 0.0865
H 2.30891 -3.52594 -1.95950 0.0 0.0 -0.1 0.0969
H 2.80658 -3.51971 -0.29068 0.0 0.0 0.0 0.0910
H 2.30268 -1.15675 -2.17906 -0.1 0.0 0.0 0.1221
H 3.74627 -1.51899 -1.23805 0.0 0.1 0.0 0.1443
H 2.63088 0.27231 -0.36302 0.0 0.1 0.0 0.0963
C -2.18441 1.02681 2.59582 0.0 -0.1 -0.1 0.0022
C -2.35535 1.70696 1.26255 0.1 -0.1 -0.1 -0.2554
C -3.37116 2.65168 1.14839 -0.1 0.1 0.0 0.0236
C -3.58467 3.30950 -0.04209 0.0 0.0 0.1 0.0174
C -2.74951 3.01062 -1.11241 0.0 0.0 0.0 -0.0876
C -1.75737 2.06427 -0.97073 0.1 0.0 -0.1 -0.3624
N -1.55632 1.39774 0.21370 -0.2 0.0 0.0 0.0394
Sb -0.60183 1.81417 -2.83462 0.0 -0.2 0.2 1.6712
C 1.24095 1.89634 -1.69307 -0.1 0.1 -0.1 -0.4415
C 2.35516 2.48940 -2.25001 0.0 -0.1 0.0 -0.0711
C 3.31068 3.05612 -1.40357 0.0 0.0 0.1 0.0166
C 3.02618 3.13649 -0.05397 0.1 0.1 0.0 0.0290
C 1.87203 2.54529 0.46116 -0.1 -0.1 0.1 -0.2725
C 1.46055 2.81663 1.88064 0.1 0.0 -0.1 0.0041
N 1.05982 1.82921 -0.34528 0.0 0.0 0.1 -0.0066
C -1.00894 -0.29967 -2.74269 0.0 0.1 0.0 -0.4217
C -1.39048 -1.00902 -3.85818 -0.1 0.1 0.0 -0.0633
C -2.15100 -2.16833 -3.69215 0.0 0.0 0.1 0.0254
C -2.58322 -2.49892 -2.42310 -0.1 -0.1 0.0 0.0220
C -2.15985 -1.76216 -1.32482 0.2 0.1 0.2 -0.3241
C -2.66553 -2.06323 0.05621 -0.1 0.1 -0.3 -0.0018
N -1.31720 -0.71826 -1.48425 0.5 -0.4 0.1 -0.0261
H -2.85025 1.47328 3.32944 0.0 0.0 0.0 0.1079
H -1.17503 1.15505 2.99505 0.0 0.0 0.0 0.0786
H -2.45411 -0.03456 2.54619 0.1 0.1 0.0 0.0935
H -3.98775 2.86364 2.01211 0.0 0.0 0.0 0.1376
H -4.37512 4.04362 -0.13761 0.0 0.0 0.0 0.1411
H -2.88123 3.52073 -2.05793 0.0 0.0 0.0 0.1016
H 2.46727 2.54346 -3.32696 0.0 0.0 0.1 0.1207
H 4.21456 3.49873 -1.80473 0.0 0.0 0.0 0.1405
H 3.67617 3.69009 0.61454 0.0 0.0 0.0 0.1452
H 1.24326 3.88507 1.96579 0.0 0.0 0.0 0.1204
H 2.25308 2.60670 2.60180 0.0 0.0 0.0 0.1083
H 0.54824 2.29022 2.14657 0.0 -0.1 0.0 0.0554
H -1.15099 -0.64133 -4.84860 0.0 0.0 0.0 0.1202
H -2.44156 -2.76682 -4.54717 0.0 0.0 0.0 0.1416
H -3.25071 -3.33865 -2.26443 0.0 0.1 0.0 0.1471
H -3.71323 -1.75416 0.11600 0.0 0.0 0.0 0.1242
H -2.12071 -1.49284 0.80600 -0.1 0.0 -0.1 0.0248
H -2.63543 -3.12885 0.29070 0.1 0.1 0.0 0.1131

Entry 3:
105
Properties=species:S:1:pos:R:3:forces:R:3:lowdin_charge:R:1 method="wB97M-V/def2-TZVPD" e_above_lowest_kcal_mol=31.18 total_energy_ev=-94255.3928 total_charge=+1 multiplicity=1
La 1.46059 0.20932 1.16864 -0.9 -0.3 -1.5 1.7357
C 0.30508 5.18113 4.33493 0.2 -0.1 -0.2 -0.4157
S 1.64091 5.19252 3.11831 0.0 0.0 0.1 0.8733
C 1.67674 3.55492 2.50537 0.0 -0.3 0.1 -1.1096
S 0.68652 2.32714 3.13010 0.0 -0.1 -0.1 0.5614
N 2.62971 3.47916 1.58833 0.4 0.8 -0.1 -0.1262
N 2.68512 2.42864 0.77214 0.2 0.3 0.1 -0.1563
C 3.69977 2.41030 -0.03426 -0.2 0.2 0.3 -0.1029
C 3.72724 1.49702 -1.15765 0.0 -0.3 -0.3 -0.2662
C 4.67695 1.67765 -2.17287 0.0 0.1 0.2 -0.0023
C 4.62591 0.89241 -3.30308 -0.1 -0.1 0.0 -0.0379
C 3.63303 -0.08033 -3.40169 0.1 0.1 0.0 -0.0509
C 2.75363 -0.21930 -2.34634 -0.1 -0.1 0.0 -0.1760
N 2.78606 0.53328 -1.24203 0.1 0.2 0.0 0.0094
H 0.48615 6.02667 4.99447 0.0 0.0 0.0 0.0342
H -0.65139 5.29259 3.83067 -0.1 0.0 0.1 0.0362
H 0.33402 4.25253 4.89695 0.0 0.0 0.1 -0.0027
H 4.47986 3.16117 0.05289 -0.1 0.1 0.0 0.1302
H 5.42360 2.45170 -2.05804 0.0 0.0 0.0 0.1218
H 5.33698 1.03664 -4.10554 0.0 0.0 0.0 0.1189
H 3.54792 -0.71054 -4.27548 0.0 0.0 0.0 0.1112
H 1.97713 -0.97736 -2.37631 0.0 0.0 0.0 0.0955
C -1.68554 -2.96554 -3.34343 -0.2 0.0 0.0 -0.0659
N -0.98922 -2.57001 -2.12301 0.1 0.2 0.0 -0.1046
C -0.59064 -1.36396 -1.70787 0.0 0.0 0.0 -0.1524
N -0.00564 -1.46107 -0.52604 0.1 -0.1 0.0 -0.0056
C -0.08995 -2.79408 -0.25495 -0.1 -0.1 -0.2 -0.2064
N -0.67783 -3.49247 -1.19347 0.0 -0.1 0.1 0.1445
C -3.17947 -2.74453 -3.27419 0.1 0.0 0.1 -0.1963
C -4.06570 -3.81298 -3.27456 0.1 0.0 0.0 -0.0209
C -5.43646 -3.58496 -3.25091 0.0 0.0 0.0 -0.0472
C -5.93459 -2.29481 -3.22109 0.0 0.1 0.0 -0.0020
C -5.04858 -1.22024 -3.20643 0.2 -0.1 0.0 -0.1304
C -3.67750 -1.45171 -3.23163 -0.1 0.0 -0.1 0.0237
C -5.53343 0.15168 -3.18016 -0.4 0.3 0.0 -0.2873
N -6.73542 0.60600 -3.30700 0.1 -0.5 0.0 0.1257
N -6.65549 1.97507 -3.21651 0.2 0.5 0.1 0.1259
C -5.40947 2.26701 -3.03865 -0.4 -0.3 -0.1 -0.2817
O -4.63746 1.15320 -3.00808 0.3 0.0 0.0 0.1152
C -4.77547 3.56050 -2.83438 0.2 0.1 0.0 -0.1294
C -5.51472 4.74030 -2.87582 0.0 -0.1 0.0 -0.0033
C -4.88104 5.94351 -2.62283 0.0 0.0 0.0 -0.0482
C -3.52959 5.97661 -2.30003 0.1 0.0 0.0 -0.0223
C -2.79151 4.80337 -2.25743 0.0 0.0 0.0 -0.2015
C -1.33364 4.80135 -1.84839 -0.2 0.1 -0.1 -0.0601
N -1.06300 3.69528 -0.94001 0.1 -0.1 -0.1 -0.1215
C -0.20337 2.68144 -1.05777 0.0 0.0 0.0 -0.1461
N -0.35868 1.83631 -0.05095 -0.3 0.2 0.0 -0.0382
C -1.37092 2.40909 0.66900 0.0 0.0 -0.2 -0.2473
N -1.81981 3.52561 0.15940 -0.1 0.0 0.1 0.1521
C -3.41668 3.60163 -2.54603 -0.1 0.0 0.0 0.0225
H -1.45997 -4.01926 -3.48336 0.0 0.0 0.0 0.1267
H -1.26187 -2.40133 -4.17471 0.1 0.0 0.0 0.1342
H -0.71924 -0.45455 -2.27289 0.0 0.0 0.0 0.1311
H 0.28032 -3.25277 0.64325 0.0 0.1 0.0 0.0969
H -3.68441 -4.82649 -3.29954 0.0 0.0 0.0 0.1181
H -6.11857 -4.42427 -3.25906 0.0 0.0 0.0 0.1133
H -6.99851 -2.10039 -3.21053 0.0 0.0 0.0 0.1227
H -3.00432 -0.60321 -3.23905 0.0 0.0 0.0 0.1133
H -6.57311 4.69160 -3.09313 0.0 0.0 0.0 0.1217
H -5.44645 6.86488 -2.65426 0.0 0.0 0.0 0.1127
H -3.05358 6.92200 -2.06862 0.0 0.0 0.0 0.1179
H -1.08063 5.73681 -1.35083 0.0 0.0 0.0 0.1332
H -0.68078 4.67877 -2.71314 0.1 0.0 0.0 0.1349
H 0.52230 2.59406 -1.85135 0.0 0.1 0.0 0.1342
H -1.77513 1.99470 1.57608 0.0 0.0 0.0 0.0907
H -2.86099 2.67286 -2.50852 0.0 0.0 0.0 0.1194
C -3.24155 -2.99604 2.93273 0.0 0.0 0.0 -0.0963
C -2.91988 -1.85093 2.20852 0.0 0.0 0.0 -0.0778
C -1.62910 -1.37174 2.18963 0.1 0.1 0.0 -0.0739
C -0.58979 -2.02170 2.88586 -0.2 -0.3 0.2 -0.3239
C -0.93397 -3.16047 3.62898 0.1 0.1 0.0 -0.0508
C -2.24324 -3.63119 3.64600 -0.1 0.0 0.0 -0.0839
N 0.67078 -1.47666 2.74740 0.1 -0.1 0.1 -0.1480
N 1.69501 -2.13033 3.48886 0.0 -0.3 0.2 -0.0960
C 2.81713 -1.20133 3.83980 0.3 0.4 0.1 -0.2599
C 3.45900 -1.46982 5.03894 -0.1 -0.2 0.0 -0.0394
C 4.51842 -0.66209 5.41416 0.1 0.0 0.0 -0.0792
C 4.89071 0.38961 4.58862 0.0 0.0 0.0 -0.0805
C 4.20296 0.62809 3.40543 0.0 -0.1 0.0 -0.1304
C 3.13108 -0.16530 2.96778 0.5 -0.3 0.8 -0.2733
H -4.25532 -3.37068 2.94336 0.0 0.0 0.0 0.1022
H -3.69157 -1.32826 1.65657 0.0 0.0 0.0 0.1083
H -1.39100 -0.47651 1.61707 -0.1 -0.1 0.0 0.0652
H -0.20034 -3.71051 4.20921 0.0 0.0 0.0 0.0959
H -2.47188 -4.51636 4.22585 0.0 0.0 0.0 0.1078
H 3.13980 -2.28241 5.68705 0.0 0.0 0.0 0.1154
H 5.03735 -0.84177 6.34595 0.0 0.0 0.0 0.1064
H 5.71137 1.03405 4.87913 0.0 0.0 0.0 0.1053
H 4.51255 1.48201 2.80906 0.0 0.0 0.0 0.0781
C 5.55598 -4.05792 -0.95761 0.0 0.1 0.0 -0.0075
C 4.49434 -3.56905 -0.03451 -0.1 0.0 0.0 -0.2765
C 4.05463 -4.04099 1.17983 0.0 0.0 0.1 0.0381
C 3.03596 -3.15888 1.58135 0.1 0.0 -0.1 -0.2730
N 2.84979 -2.20804 0.67359 -0.2 0.1 0.2 0.0157
N 3.74422 -2.47969 -0.29254 0.1 0.0 0.1 0.0564
C 2.21770 -3.36847 2.81919 -0.1 -0.1 -0.2 -0.0403
H 5.86445 -5.05809 -0.66560 0.0 0.0 0.0 0.0869
H 6.43097 -3.40707 -0.92329 0.0 0.0 0.0 0.0890
H 5.19532 -4.08871 -1.98601 0.0 0.0 0.0 0.0843
H 4.42786 -4.89688 1.71696 0.0 0.0 0.0 0.1225
H 3.82517 -1.85795 -1.07829 0.0 0.0 0.0 0.1228
H 2.83690 -3.89445 3.54545 0.0 0.0 0.0 0.1410
H 1.35050 -3.99088 2.59022 0.0 0.0 0.1 0.1220
H 1.30192 -2.45485 4.37870 0.0 0.1 0.0 0.1540

Entry 4:
17
Properties=species:S:1:pos:R:3:forces:R:3:lowdin_charge:R:1 method="wB97M-V/def2-TZVPD" e_above_lowest_kcal_mol=140.14 total_energy_ev=-10910.4984 smiles="CC[C@@]1(C)OC=NO1" total_charge=0 multiplicity=1
C -1.60916 -1.30793 -0.21015 0.3 2.4 -1.6 -0.0847
C -1.73397 0.27883 -0.05193 0.3 -1.2 -4.1 -0.1104
C -0.12591 0.58644 -0.14437 -4.0 -2.4 2.3 -0.6349
C 0.10258 1.88647 0.24940 4.6 4.3 2.7 -0.0335
C 1.23941 -0.87693 0.66624 0.4 1.8 -3.0 -0.2125
H -1.03702 -1.81399 0.57153 0.2 0.3 -0.7 0.0662
H -2.55932 -1.76189 -0.09686 -1.1 -0.6 -1.1 0.0430
H -1.09666 -1.11933 -1.31497 -1.4 -2.3 2.7 0.1483
H -2.12970 0.84898 0.83441 0.3 -1.0 -0.9 0.1134
H -2.35814 0.50682 -1.11599 1.6 0.2 3.1 0.1654
H 1.33578 1.96796 0.13036 -3.0 0.5 0.8 0.1716
H -0.31471 2.53704 -0.48443 -0.4 1.0 -0.1 0.0890
H -0.21185 2.01291 1.37221 0.5 0.3 -2.4 0.1473
H 1.77984 -1.63242 1.04674 1.2 -2.4 3.0 0.1058
N 1.70144 -0.66519 -0.51678 -0.7 -0.4 0.8 0.1263
O 0.15926 -0.22667 1.05979 2.3 -0.5 0.3 -0.0386
O 0.77124 0.19029 -1.10738 -1.0 -0.1 -1.7 -0.0617

Entry 5:
48
Properties=species:S:1:pos:R:3:forces:R:3:lowdin_charge:R:1 method="wB97M-V/def2-TZVPD" total_energy_ev=-30012.5608 s_squared=1.3015 total_charge=+1 multiplicity=2
Be 0.09049 -0.49436 -3.47267 0.4 0.9 1.6 1.0019
Be -3.22522 0.53015 0.50210 2.5 -1.8 0.7 0.9731
C -0.47355 0.18482 -0.56134 2.1 0.8 3.1 -1.0009
O 0.64275 -0.03725 -1.00432 3.3 -0.7 -2.4 0.0195
O -0.67704 0.59224 0.60364 -2.2 0.3 1.0 -0.0321
O -1.40038 -0.05589 -1.32665 -5.4 -0.8 -3.6 0.0363
C -2.74977 1.22138 -4.26846 -1.6 -0.2 0.4 -0.1566
O -1.41716 1.16975 -4.68927 1.2 0.1 0.0 -0.1694
H -3.31697 2.10211 -4.56963 0.5 0.3 -0.3 0.0959
H -3.27667 0.38578 -4.72916 -0.2 -0.2 0.5 0.0916
H -2.80056 1.23737 -3.17976 0.0 -0.5 0.0 0.0638
H -1.29046 1.88793 -5.31358 0.5 0.0 -0.1 0.1013
C -3.23075 -3.27412 0.72734 -0.5 -2.4 1.0 -0.1565
O -3.11896 -2.01813 0.19152 0.3 2.8 -0.8 -0.1613
H -3.91865 -3.89534 0.15377 -0.4 0.1 0.0 0.0891
H -2.30944 -3.85624 0.74752 0.4 0.4 0.0 0.0951
H -3.58685 -3.20784 1.75540 0.0 0.2 -0.1 0.0926
H -2.66786 -2.04505 -0.65547 0.1 0.0 -0.1 0.0734
C 0.54571 -0.37688 3.84199 -0.3 -0.8 -0.3 -0.0944
O 0.03714 -1.20258 2.75336 0.1 0.3 0.8 -0.1410
H 0.10560 -0.79499 4.74730 0.0 0.1 0.0 0.0838
H 1.62589 -0.48230 3.94299 0.0 0.2 -0.2 0.0819
H 0.24035 0.66087 3.70810 0.2 0.0 0.0 0.0834
H 0.24729 -0.75515 1.93042 0.0 0.2 -0.2 0.0445
C 3.97836 -0.56163 -3.97857 1.4 -1.1 -1.4 -0.1691
O 2.89410 -0.58317 -3.12535 -1.8 0.3 -0.3 -0.1723
H 4.45505 -1.54112 -4.01680 0.0 -0.4 0.1 0.0834
H 3.67281 -0.39579 -5.01165 0.0 0.5 0.1 0.0833
H 4.79499 0.08444 -3.65637 -0.3 0.6 -0.1 0.0941
H 3.28322 -0.57176 -2.24782 -0.1 0.1 1.0 0.0145
C 3.85402 0.02778 0.68218 -0.5 1.0 -0.2 -0.0876
O 3.43135 -0.42791 -0.60389 0.7 -1.0 0.2 -0.1455
H 3.75395 1.10951 0.59299 0.3 0.2 0.8 0.0770
H 3.20759 -0.33470 1.48145 -0.1 -0.1 -0.1 0.0773
H 4.88141 -0.22555 0.94369 -0.1 -0.2 -0.6 0.0886
H 2.47266 -0.39641 -0.64316 -0.5 0.2 0.4 0.0274
C 1.51428 3.26791 0.61117 -0.2 1.1 -0.3 -0.1840
O 1.09197 2.32475 1.53509 0.7 -0.6 0.8 -0.1257
H 0.64423 3.86614 0.34058 0.0 0.4 -0.4 0.0758
H 2.24833 3.93842 1.05804 0.0 -0.1 0.2 0.0836
H 1.96923 2.88753 -0.30340 0.0 -0.4 -0.1 0.0734
H 0.62678 1.62749 1.06708 -0.3 -0.1 0.1 0.0012
C -3.03536 -0.11978 4.16260 0.2 -0.6 0.2 -0.1020
O -2.63525 -0.56657 2.84825 -2.0 1.5 -0.7 -0.1711
H -3.39006 -1.00627 4.68835 0.2 0.1 0.3 0.0882
H -2.21544 0.36401 4.69344 0.1 -0.2 0.0 0.0796
H -3.85916 0.59313 4.19735 0.0 0.0 -0.8 0.0806
H -1.71406 -0.83677 2.84962 1.1 -0.3 -0.1 0.0144

Entry 6:
24
Properties=species:S:1:pos:R:3:forces:R:3:lowdin_charge:R:1 method="wB97M-V/def2-TZVPD" total_energy_ev=-49677.8880 total_charge=-1 multiplicity=1
C -3.22625 3.61568 -1.06594 0.0 -1.4 -0.3 -0.1748
C -2.29000 3.05753 -2.33157 4.0 2.1 2.0 -0.6227
Cl -3.06652 2.08916 -3.75636 1.1 1.6 2.4 0.4052
C -0.79753 3.30726 -2.33269 -3.0 -3.4 -4.3 -0.8914
Cl 0.10423 4.26655 -1.00597 -1.2 -0.6 -0.7 0.3818
N 0.05311 2.74098 -3.48749 -2.4 1.7 3.9 -0.6243
I 0.59207 0.84131 -2.76556 0.2 0.4 -0.4 0.5466
H -2.56996 3.90863 -0.11955 -1.1 -0.6 -2.4 0.0532
H -3.91252 4.51571 -1.36407 1.3 -1.7 0.5 0.0607
H -3.89399 2.69743 -0.69628 1.2 2.1 -0.9 0.0702
C 2.45677 -2.66089 2.84591 -0.1 0.0 -0.1 -0.0911
C 1.49867 -1.65283 2.96423 0.1 -0.2 -0.4 -0.0766
C 0.69481 -1.31970 1.87233 0.0 -0.1 -0.1 0.0045
C 0.85655 -2.00883 0.66249 0.6 -0.2 0.8 -0.1337
C 1.82287 -3.01599 0.53866 -0.1 0.1 0.1 -0.0019
C 2.62283 -3.33835 1.63675 -0.3 0.3 0.1 -0.0801
N -0.00274 -1.68075 -0.48139 -1.3 0.7 -1.0 -0.3583
O -0.83280 -0.77074 -0.33792 1.3 -1.8 0.0 -0.0159
O 0.14799 -2.33490 -1.52322 -0.1 0.8 1.4 0.0045
H 3.07736 -2.92096 3.70173 -0.1 0.1 -0.2 0.1000
H 1.37622 -1.12834 3.90946 0.0 -0.1 -0.2 0.1035
H -0.04732 -0.53177 1.98070 0.1 -0.2 -0.3 0.1212
H 1.96242 -3.55544 -0.39582 -0.2 0.3 0.1 0.1176
H 3.37371 -4.12076 1.55157 -0.2 0.2 0.0 0.1019